[1]
Density functional theory data (ωB97M-V/def2-TZVPD) for a cluster of 2 separate species, C10H20 in total.

XYZ file:
```
30
Properties=species:S:1:pos:R:3:forces:R:3
C 2.40201 3.43673 0.63722 -0.77 -0.22 -0.26
C 2.25429 3.39718 -0.68621 0.86 0.65 0.06
C 3.68053 3.63264 1.40370 0.10 0.04 -0.02
C -0.29063 3.24515 -0.65273 0.11 -1.73 -0.94
C 1.01361 3.18902 -1.50036 0.23 1.50 0.86
H 1.49929 3.26320 1.23770 0.33 0.12 -0.11
H 3.12421 3.54125 -1.34049 0.06 -0.01 0.42
H 4.35223 4.34660 0.89806 -0.21 -0.33 0.19
H 4.20462 2.66734 1.50436 -0.07 0.38 0.11
H 3.45389 4.01678 2.41250 0.23 -0.16 -0.39
H -1.11598 3.11201 -1.37224 0.02 0.02 0.55
H -0.49769 4.13958 -0.04140 0.65 -0.20 -0.51
H -0.25744 2.36510 0.01136 -0.42 0.36 -0.05
H 1.32319 2.28981 -2.06694 -1.37 0.03 0.07
H 0.94182 4.02997 -2.21666 0.26 -0.46 0.02
C -2.36488 -3.03576 -0.80895 0.24 0.34 0.42
C -2.06851 -3.92736 0.12686 -0.17 -0.63 -1.18
C -2.53907 -3.29044 -2.24892 0.01 0.09 -1.00
C -0.36779 -3.26034 1.91051 -0.93 -0.28 0.80
C -1.85994 -3.60621 1.55725 0.26 0.60 -0.19
H -2.37357 -1.95199 -0.63295 -0.15 -0.34 0.62
H -1.98448 -4.95585 -0.24831 0.00 0.13 0.42
H -2.77394 -4.31826 -2.57298 0.15 0.33 0.42
H -1.58386 -2.98613 -2.70890 -0.43 -0.08 -0.35
H -3.33415 -2.61708 -2.61092 0.33 -0.33 -0.20
H -0.39792 -3.15863 3.00840 0.56 0.09 -0.31
H 0.01996 -2.32143 1.48073 -0.45 -0.41 -0.01
H 0.32545 -4.07833 1.65186 -0.38 0.26 0.05
H -2.24326 -4.42298 2.19864 0.34 0.42 -0.23
H -2.54200 -2.74158 1.66980 0.62 -0.17 0.73
```
Forces are in eV/Å.

HOMO level (eV): -8.98
Relative energy (zero: lowest compared OMol25 entry of this formula, charge and spin) (kcal/mol): 46.6
Structure (SMILES): C/C=C/CC.C/C=C/CC
Orbital gap (eV): 9.81
E_LUMO (eV): 0.8333
2S+1: 1

---

[2]
Density functional theory data (ωB97M-V/def2-TZVPD) for a structure of composition C12H14IN3O3Pt.

XYZ file:
```
34
Properties=species:S:1:pos:R:3:forces:R:3
C 0.22232 0.57110 3.32224 0.05 1.07 -2.96
C 0.24217 -0.87246 2.95793 0.27 -2.29 -1.54
H 0.99616 1.02439 3.99864 -0.66 -0.56 -1.43
H -1.20884 1.71504 4.21605 0.51 -0.86 -0.88
H 0.43109 0.93257 2.28552 -0.38 1.19 0.69
H 0.75591 -1.02515 1.94929 -0.88 0.42 1.11
H 0.82220 -1.56019 3.53044 0.42 -0.27 1.27
H -0.77402 -1.34401 2.87226 0.72 0.84 0.15
C 0.30905 2.49666 -0.92306 -0.50 -1.02 -1.27
C 0.18476 3.43027 -1.94913 -0.22 -0.16 -0.63
C -0.04287 2.94254 -3.25542 -0.08 -0.53 -0.23
C -0.20706 1.56504 -3.52285 -0.23 -0.11 0.27
H 0.55538 2.73292 0.11250 -0.04 -0.08 -0.35
H 0.25731 4.51640 -1.77144 0.05 -0.78 -0.05
H -0.10973 3.61811 -4.11237 0.09 -0.06 0.45
H -0.37225 1.10875 -4.50987 0.07 0.83 0.28
N 0.14129 1.17359 -1.20866 -0.83 1.99 -0.97
C -0.17717 0.67688 -2.45338 0.50 2.92 0.92
C -0.37763 -0.74814 -2.45776 -0.28 -3.21 1.40
N -0.24782 -1.31683 -1.20969 -0.59 -1.10 -0.38
C -0.37531 -2.63664 -0.89658 -0.40 1.38 -1.59
C -0.75389 -2.98147 -3.24883 0.06 0.09 0.08
C -0.66623 -3.49896 -1.93895 -0.20 -0.01 -0.57
H -0.22776 -2.93184 0.14667 -0.03 0.24 -0.48
H -0.80685 -4.55875 -1.74586 0.06 0.16 -0.14
C -0.59104 -1.61796 -3.51517 -0.14 0.43 -0.05
H -0.59017 -1.15669 -4.50087 -0.20 -0.65 -0.08
H -0.94456 -3.64689 -4.09120 0.08 0.08 0.31
Pt 1.22574 -0.26786 -0.40382 -0.78 -1.21 1.04
I 3.23049 0.22762 0.68667 3.79 0.92 1.78
O 1.04633 0.31729 5.48545 -2.20 1.65 3.10
N -0.10737 0.60071 5.96125 2.36 -5.58 0.03
O -0.74895 -0.33985 6.44550 0.18 3.06 -0.33
O -1.09068 0.85381 3.74446 -0.56 1.20 1.01
```
Forces are in eV/Å.

HOMO level (alpha / beta) (eV): -6.45 / -7.36
Relative energy (zero: lowest compared OMol25 entry of this formula, charge and spin) (kcal/mol): 32.2
Orbital gap (alpha / beta) (eV): 5.53 / 4.75
E_LUMO (alpha / beta) (eV): -0.9245 / -2.6032
2S+1: 3

---

[3]
Density functional theory data (ωB97M-V/def2-TZVPD) for a structure of composition C20H40CoFO15.

XYZ file:
```
77
Properties=species:S:1:pos:R:3:forces:R:3
Co 11.14236 27.41841 2.10264 1.69 1.76 -0.87
F 12.95360 27.78960 1.88886 -1.06 -0.60 0.59
C 16.39560 26.27781 -1.24335 -0.13 -0.33 0.07
C 16.63705 26.91816 0.09806 0.32 1.97 -0.23
O 17.34188 26.15200 1.05605 -0.77 -0.59 0.64
C 18.62772 25.87440 0.84614 0.41 0.90 -0.12
O 19.24064 26.11911 -0.15486 0.13 -0.11 -0.33
O 19.13295 25.39467 1.97059 -0.54 -0.43 0.25
C 20.52869 25.17667 2.01926 1.00 -0.18 0.24
H 15.91871 27.01438 -1.89258 -0.10 -0.09 -0.02
H 15.75627 25.39810 -1.14193 -0.10 0.07 -0.06
H 17.31684 25.95816 -1.72330 0.09 0.12 0.09
H 15.73385 27.32443 0.56682 -0.35 -1.10 0.23
H 17.13220 27.89779 0.00053 0.67 -0.44 -0.45
H 21.07013 26.12087 2.07840 -0.12 0.07 -0.11
H 20.93832 24.59284 1.19610 -0.40 0.11 -0.26
H 20.72827 24.61573 2.92896 -0.22 0.07 0.08
C 13.87792 20.60234 6.25586 0.09 0.22 -0.19
C 13.39713 21.35709 5.02775 0.07 -0.70 0.36
O 14.30745 22.45042 4.85391 0.51 -0.05 0.18
C 14.01843 23.39562 3.99142 -0.84 0.96 -0.17
O 13.00800 23.50015 3.32976 -0.06 -0.37 -0.01
O 14.97071 24.32549 4.01579 0.38 -0.12 0.91
C 14.69510 25.52318 3.31473 -0.01 0.00 -1.14
H 14.92167 20.33719 6.09125 0.04 0.00 0.26
H 13.31867 19.68201 6.41563 -0.13 0.04 -0.15
H 13.77298 21.22146 7.14543 0.17 -0.02 0.04
H 12.38006 21.71595 5.17162 0.00 0.12 -0.31
H 13.48267 20.69366 4.16729 -0.30 0.22 -0.20
H 13.68358 25.89732 3.44766 -0.12 -0.27 0.20
H 14.84981 25.30049 2.25745 -0.11 0.37 -0.07
H 15.38079 26.30851 3.61240 0.29 -0.35 0.25
C 6.55035 30.61065 2.39509 0.43 0.39 0.61
C 7.92162 30.18378 2.90548 -0.96 -0.78 -0.04
O 8.94252 30.97389 2.27512 0.07 -0.69 0.19
C 10.13928 30.44644 2.17600 -0.17 0.90 -0.23
O 10.46265 29.32498 2.55810 -0.12 -0.99 0.28
O 10.93439 31.31455 1.61782 0.15 -0.49 0.43
C 12.33381 30.98251 1.60582 0.84 0.65 -0.93
H 6.48687 30.86910 1.34028 0.38 -0.28 -0.12
H 6.27216 31.51202 2.94012 -0.44 -0.15 -0.01
H 5.88733 29.77144 2.59755 -0.34 0.30 0.10
H 8.02247 29.10513 2.74899 0.56 0.18 -0.54
H 7.98675 30.25708 3.99190 0.12 0.52 -0.04
H 12.79298 31.88261 1.20206 0.04 0.00 0.15
H 12.55142 30.18478 0.89971 -0.23 -0.28 0.26
H 12.76609 30.78178 2.58058 -0.44 -0.07 0.20
C 13.21874 29.03760 -2.00161 -0.32 0.84 0.00
C 12.54057 27.68988 -2.01530 1.92 -0.28 -0.47
O 11.11333 27.82851 -2.09075 0.07 -0.02 -0.06
C 10.42600 27.78208 -0.99649 -0.27 -0.98 0.10
O 10.90825 27.65876 0.13197 -0.23 0.04 0.14
O 9.14750 27.76474 -1.26142 -0.24 0.53 -0.29
C 8.21752 27.85136 -0.18070 -0.25 -1.08 0.21
H 12.92777 29.62588 -2.87511 -0.22 -0.10 0.03
H 14.30580 29.01099 -2.06288 0.00 -0.50 0.22
H 12.94557 29.61659 -1.11812 0.06 -0.05 0.03
H 12.88543 27.03112 -1.21786 -0.56 0.28 0.45
H 12.88985 27.16795 -2.90710 -0.71 0.02 -0.26
H 8.50266 28.63018 0.51993 -0.20 0.12 -0.07
H 8.13884 26.87347 0.30976 0.41 0.15 0.20
H 7.22845 27.96066 -0.61386 0.15 0.63 -0.18
C 17.76356 33.40206 6.31916 -0.48 0.99 -0.48
C 16.72930 33.40446 5.17539 0.31 -0.19 1.21
O 16.92103 32.19098 4.42690 -0.29 0.01 -0.20
C 15.89899 31.33996 4.39099 0.15 0.28 0.23
O 14.77577 31.56262 4.76568 -0.31 -0.08 -0.16
O 16.33570 30.19227 3.88496 -0.30 0.49 -0.47
C 15.33224 29.23918 3.50527 1.66 -0.83 -0.41
H 18.06234 32.39666 6.59360 0.12 -0.05 -0.12
H 17.31728 33.87858 7.19318 0.07 -0.03 0.04
H 18.59866 34.02793 6.00919 0.36 -0.37 0.23
H 16.84459 34.26193 4.51907 0.14 -0.13 -0.22
H 15.74115 33.45804 5.62207 -0.22 -0.33 -0.37
H 14.36364 29.63304 3.23753 -0.12 0.16 0.61
H 15.40404 28.46648 4.26724 -0.93 0.03 0.12
H 15.75710 28.78285 2.60839 -0.15 -0.01 -0.07
```
Forces are in eV/Å.

HOMO level (alpha / beta) (eV): -12.36 / -12.36
Total charge: +1
Orbital gap (alpha / beta) (eV): 7.75 / 7.39
E_LUMO (alpha / beta) (eV): -4.6124 / -4.9765
2S+1: 4

---

| no. | total energy (eV) |
| --- | --- |
| 1 | -10692.558 |
| 2 | -34623.880 |
| 3 | -92439.274 |